1.
# C21H14FNO6Os

C21H14FNO6Os as an isolated structure (the ωB97M-V functional and the def2-TZVPD basis, the OMol25 dataset).

## Properties
HOMO energy (eV): -7.84
Energy above the lowest of the compared OMol25 structures with the same formula, charge and spin (kJ/mol): 0.0
Kohn-Sham gap (eV): 5.65

CARTESIAN COORDINATES (ANGSTROEM)
Os: -0.02 -0.25 -0.65
O: -1.68 5.84 -3.48
C: -1.58 5.71 -2.25
O: -1.73 6.49 -1.30
C: -1.20 4.27 -1.80
C: -1.06 3.95 -0.46
C: -0.72 2.67 -0.08
N: -0.51 1.71 -0.98
C: -0.67 2.00 -2.29
C: -1.01 3.25 -2.74
C: -0.50 0.82 -3.20
O: -0.59 0.82 -4.38
O: -0.22 -0.36 -2.51
H: -1.23 4.74 0.27
H: -0.62 2.38 0.96
H: -1.13 3.46 -3.79
C: 0.30 -4.54 0.12
C: -0.16 -3.13 0.28
O: 0.36 -2.29 -0.47
C: -1.17 -2.78 1.27
C: -1.70 -3.80 2.09
C: -2.65 -3.54 3.05
C: -3.11 -2.23 3.21
C: -2.61 -1.21 2.43
C: -1.64 -1.46 1.46
O: -1.25 -0.36 0.78
H: 1.01 -4.59 -0.70
H: -0.54 -5.20 -0.10
H: 0.77 -4.90 1.04
H: -1.34 -4.81 1.96
H: -3.03 -4.34 3.66
H: -3.86 -2.01 3.96
H: -2.96 -0.19 2.54
F: 5.83 0.73 0.68
C: 4.53 0.52 0.41
C: 4.19 -0.49 -0.46
C: 2.84 -0.72 -0.71
C: 1.87 0.11 -0.14
C: 2.26 1.14 0.72
C: 3.59 1.33 1.02
H: 4.96 -1.09 -0.92
H: 2.56 -1.54 -1.36
H: 1.52 1.80 1.16
H: 3.92 2.11 1.70

2.
# C3H10NO2

C3H10NO2 as an isolated structure (the ωB97M-V functional and the def2-TZVPD basis, the OMol25 dataset).

## Properties
HOMO energy (spin up / spin down) (eV): -20.45 / -20.50
Net charge: +2
Energy above the lowest of the compared OMol25 structures with the same formula, charge and spin (kJ/mol): 1046.7
Kohn-Sham gap (spin up / spin down) (eV): 5.33 / 5.23
Multiplicity: 2

CARTESIAN COORDINATES (ANGSTROEM)
C: 1.25 0.10 -0.72
O: 2.24 -1.19 -0.08
C: 0.44 0.40 0.55
C: -0.28 -0.89 1.00
O: -2.60 0.22 -0.93
N: -0.61 1.35 0.38
H: 2.13 0.73 -0.87
H: 0.62 0.11 -1.65
H: 1.61 -1.16 -0.94
H: 1.16 0.67 1.36
H: -0.94 -0.66 1.86
H: 0.41 -1.69 1.22
H: -0.96 -1.25 0.21
H: -0.30 2.34 0.47
H: -1.96 0.82 -0.53
H: -3.42 0.67 -1.18

3.
# C3H10NO

A 2-piece molecular cluster, C3H10NO overall (the ωB97M-V functional and the def2-TZVPD basis, the OMol25 dataset).

## Properties
HOMO energy (eV): -2.16
Net charge: -1
Energy above the lowest of the compared OMol25 structures with the same formula, charge and spin (kJ/mol): 201.2
Kohn-Sham gap (eV): 6.35

CARTESIAN COORDINATES (ANGSTROEM)
C: -1.82 0.57 1.22
O: -1.22 -0.03 2.22
H: -1.66 1.60 1.01
H: -1.54 0.13 0.26
H: -3.00 0.52 1.27
C: 0.91 -1.23 0.18
N: 0.95 -0.71 -1.19
C: 1.11 0.75 -1.22
H: 1.95 -1.66 0.40
H: 0.61 -0.45 1.01
H: 0.18 -1.91 0.24
H: -0.02 -0.90 -1.51
H: 0.12 1.20 -1.38
H: 1.77 1.00 -2.13
H: 1.66 1.12 -0.37

4.
# C30H90O15

A 15-piece molecular cluster, C30H90O15 overall (the ωB97M-V functional and the def2-TZVPD basis, the OMol25 dataset).

## Properties
HOMO energy (eV): -9.24
Energy above the lowest of the compared OMol25 structures with the same formula, charge and spin (kJ/mol): 797.3
Kohn-Sham gap (eV): 9.70

CARTESIAN COORDINATES (ANGSTROEM)
C: -8.42 -16.89 12.52
C: -7.48 -17.97 12.13
O: -7.32 -17.84 10.72
H: -8.47 -16.56 13.55
H: -9.42 -17.24 12.27
H: -8.23 -16.04 11.87
H: -7.95 -18.94 12.32
H: -6.52 -17.95 12.65
H: -6.89 -17.00 10.55
C: -8.71 -16.80 17.25
C: -8.97 -15.35 16.93
O: -8.90 -15.19 15.54
H: -7.75 -17.19 16.94
H: -9.47 -17.28 16.63
H: -8.92 -16.99 18.30
H: -8.30 -14.73 17.51
H: -10.00 -15.19 17.25
H: -9.30 -14.35 15.33
C: -8.81 -11.12 15.83
C: -10.26 -11.69 15.76
O: -10.19 -12.72 14.79
H: -8.12 -11.96 16.01
H: -8.81 -10.34 16.58
H: -8.47 -10.68 14.90
H: -10.91 -10.86 15.49
H: -10.45 -12.02 16.79
H: -10.03 -12.31 13.94
C: -3.97 -16.52 15.10
C: -5.31 -15.92 15.42
O: -6.06 -15.73 14.29
H: -3.41 -15.78 14.51
H: -4.10 -17.36 14.42
H: -3.44 -16.90 15.97
H: -5.26 -15.06 16.09
H: -5.79 -16.65 16.07
H: -6.93 -15.53 14.63
C: -12.02 -14.92 22.30
C: -13.00 -15.10 23.48
O: -12.79 -13.93 24.22
H: -12.53 -14.18 21.68
H: -12.05 -15.79 21.65
H: -11.02 -14.55 22.49
H: -12.77 -16.01 24.04
H: -14.06 -15.10 23.23
H: -13.25 -13.94 25.06
C: -10.71 -11.80 21.30
C: -10.81 -10.40 21.91
O: -12.10 -10.02 22.20
H: -10.08 -12.46 21.91
H: -10.38 -11.76 20.26
H: -11.68 -12.29 21.22
H: -10.55 -9.66 21.15
H: -10.03 -10.17 22.63
H: -12.41 -10.02 23.10
C: -7.20 -11.53 11.76
C: -8.62 -11.68 11.13
O: -9.59 -11.32 12.11
H: -7.16 -10.60 12.32
H: -6.36 -11.55 11.07
H: -7.09 -12.29 12.53
H: -8.80 -12.63 10.64
H: -8.54 -10.81 10.48
H: -10.10 -10.54 11.89
C: -11.63 -19.78 13.78
C: -11.96 -18.44 14.36
O: -13.37 -18.55 14.46
H: -12.06 -19.87 12.78
H: -12.04 -20.65 14.29
H: -10.58 -20.03 13.61
H: -11.60 -17.58 13.79
H: -11.59 -18.36 15.38
H: -13.69 -19.39 14.79
C: -3.69 -15.81 9.67
C: -4.11 -16.00 11.10
O: -5.28 -15.26 11.34
H: -2.67 -16.19 9.58
H: -3.78 -14.79 9.30
H: -4.29 -16.44 9.01
H: -3.34 -15.57 11.75
H: -4.14 -17.05 11.40
H: -5.51 -15.32 12.27
C: -11.32 -20.17 17.95
C: -12.16 -19.35 18.90
O: -11.97 -17.96 18.63
H: -11.60 -21.19 18.22
H: -10.27 -19.91 18.10
H: -11.45 -20.05 16.88
H: -11.92 -19.63 19.93
H: -13.21 -19.61 18.80
H: -12.70 -17.45 18.99
C: -6.30 -14.38 20.12
C: -6.82 -15.69 20.57
O: -5.74 -16.47 21.13
H: -7.19 -13.76 19.97
H: -5.60 -14.37 19.28
H: -5.85 -13.75 20.88
H: -7.17 -16.21 19.67
H: -7.56 -15.52 21.35
H: -6.08 -16.69 22.00
C: -7.66 -21.62 15.66
C: -6.53 -20.66 15.91
O: -5.78 -21.24 16.96
H: -7.29 -22.52 15.17
H: -8.36 -21.11 14.99
H: -8.29 -21.69 16.55
H: -6.80 -19.63 16.14
H: -5.91 -20.63 15.01
H: -5.25 -21.89 16.49
C: -15.06 -14.60 18.90
C: -15.20 -16.16 18.65
O: -14.77 -16.81 19.80
H: -14.21 -14.35 19.53
H: -16.01 -14.12 19.12
H: -14.73 -14.13 17.97
H: -14.60 -16.48 17.81
H: -16.21 -16.51 18.45
H: -14.93 -17.74 19.67
C: -7.81 -19.85 20.33
C: -6.27 -20.12 20.47
O: -5.81 -21.04 19.52
H: -8.37 -20.76 20.14
H: -8.00 -19.26 19.43
H: -8.20 -19.39 21.23
H: -5.95 -20.43 21.47
H: -5.74 -19.18 20.28
H: -5.91 -20.76 18.61
C: -3.74 -11.60 13.61
C: -3.81 -12.41 14.93
O: -3.55 -11.40 15.91
H: -4.14 -12.22 12.80
H: -2.75 -11.24 13.33
H: -4.26 -10.64 13.62
H: -2.94 -13.07 14.92
H: -4.79 -12.84 15.16
H: -2.65 -11.43 16.23

5.
# C5H7ClN2

One molecule with the formula C5H7ClN2 (the ωB97M-V functional and the def2-TZVPD basis, the OMol25 dataset).

## Properties
HOMO energy (eV): -7.78
Structure (SMILES): C=C/C=N\C=C(/N)Cl
Energy above the lowest of the compared OMol25 structures with the same formula, charge and spin (kJ/mol): 397.1
Kohn-Sham gap (eV): 7.56

CARTESIAN COORDINATES (ANGSTROEM)
C: 0.27 2.00 -0.54
C: 1.37 1.21 -0.07
C: 1.59 -0.17 -0.26
N: 0.71 -1.03 -0.70
C: -0.61 -0.70 -1.03
C: -1.51 -0.51 0.03
N: -1.26 -0.96 1.29
Cl: -3.03 0.41 -0.30
H: 0.50 2.98 -0.04
H: -0.73 1.91 -0.82
H: 2.14 1.77 0.41
H: 2.61 -0.61 -0.05
H: -0.67 0.21 -1.58
H: -0.35 -1.40 1.52
H: -1.72 -0.25 1.97

6.
# C6H9NO

One molecule with the formula C6H9NO (the ωB97M-V functional and the def2-TZVPD basis, the OMol25 dataset).

## Properties
HOMO energy (eV): -9.11
Structure (SMILES): C1=C[C@@H]2N[C@@H]2COC1
Energy above the lowest of the compared OMol25 structures with the same formula, charge and spin (kJ/mol): 523.9
Kohn-Sham gap (eV): 9.99

CARTESIAN COORDINATES (ANGSTROEM)
C: 1.44 0.94 0.05
C: 0.31 1.64 -0.06
C: -1.04 1.05 -0.14
N: -1.66 0.24 1.14
C: -1.50 -0.20 -0.21
C: -0.67 -1.44 -0.47
O: 0.43 -1.49 0.53
C: 1.52 -0.58 0.23
H: 2.35 1.38 0.37
H: 0.55 2.73 -0.46
H: -1.81 1.77 -0.37
H: -0.58 0.12 1.34
H: -2.48 -0.18 -0.60
H: -0.12 -1.76 -1.43
H: -1.19 -2.45 -0.39
H: 2.17 -0.91 1.18
H: 2.27 -0.86 -0.72

Which of these has the highest energy above the lowest of the compared OMol25 structures with the same formula, charge and spin?
C3H10NO2

Which of these has the highest energy above the lowest of the compared OMol25 structures with the same formula, charge and spin?
C3H10NO2